[1]
Formula: C34H88BO22
Source: OMol25
Level of theory: ωB97M-V with the def2-TZVPD basis set

Output
gap between HOMO and LUMO	0.3463	Ha
charge	-1
E_LUMO	1.9	eV
E_HOMO	-7.57	eV
electronic energy	-3028.6034	hartree

Geometry (Å):
O 1.460 2.421 5.886
O 2.627 -4.744 -6.494
O -4.414 -0.143 -3.430
O -1.690 -0.322 0.961
O 3.041 2.493 -3.631
O 2.736 -3.176 3.097
O 0.256 6.580 -4.852
O 0.049 -1.856 3.490
O -0.987 1.620 4.635
O -0.654 -1.429 -0.984
O -6.027 -4.509 1.399
O 0.101 -1.214 -3.087
O 1.268 1.251 -1.969
O 4.348 4.769 -2.681
O 0.335 -1.492 1.293
O 4.562 0.532 1.923
O -2.395 -0.358 3.079
O -0.149 -3.648 8.272
O -2.062 -5.426 -2.622
O -0.538 -0.022 -5.667
O 0.322 0.503 -0.106
O -7.130 2.620 1.610
C 2.988 0.633 -5.188
C 2.405 0.288 5.294
C 0.311 -4.863 -5.864
C 3.251 1.624 7.237
C -0.203 -1.812 6.727
C -4.791 -3.098 0.024
C -4.514 -2.983 2.533
C 3.871 1.606 -4.381
C -1.567 -0.573 2.252
C -5.874 2.020 1.942
C 1.603 4.822 -5.806
C 0.646 0.428 -1.371
C 1.395 -4.028 -6.500
C 3.154 0.324 1.862
C -5.772 0.581 1.491
C 0.367 5.165 -4.989
C 1.603 -2.702 -5.743
C -4.740 -3.867 1.317
C 3.828 3.721 -0.568
C -1.799 -4.052 -2.816
C 4.991 5.939 -0.753
C -3.603 -0.122 -2.267
C 4.863 2.352 -5.204
C -5.668 2.102 3.465
C -0.288 -1.390 2.438
C -1.357 2.714 3.784
C -1.689 -0.860 -5.684
C 0.394 4.529 -3.607
C -1.302 -3.991 6.166
C 3.888 5.037 -1.355
C -0.140 -3.310 6.885
C -0.027 -0.841 -1.954
C 2.042 1.240 6.439
C 3.590 -3.525 4.160
B -0.438 -0.701 0.298
H 0.663 -2.166 -5.661
H -4.852 -0.996 -3.482
H -1.855 -5.674 -1.720
H -0.126 -1.518 5.684
H 0.025 6.947 -5.709
H -4.650 1.809 3.726
H -4.243 -0.359 -1.410
H -3.950 -4.629 1.328
H -2.438 2.789 3.675
H -0.935 -3.748 -2.223
H -2.623 -3.362 -2.600
H 4.419 2.902 -6.045
H -0.965 3.627 4.229
H 3.382 0.592 4.907
H 4.642 3.021 -0.767
H 2.510 5.259 -5.386
H -0.845 2.547 2.832
H 3.749 0.744 7.648
H -0.183 -4.605 8.348
H 2.934 0.195 0.802
H 0.797 -3.708 6.472
H 4.875 6.013 0.336
H 0.450 -4.886 -4.778
H -1.553 -3.859 -3.860
H -1.140 -5.063 6.023
H -2.039 -1.045 -6.700
H -3.611 -2.389 2.391
H 1.184 -3.740 -7.531
H 0.544 -1.267 7.312
H -4.795 0.220 1.830
H 2.380 -2.094 -6.207
H 2.270 1.167 -5.818
H 1.315 4.855 -3.114
H -0.712 -4.498 -5.987
H 3.200 -4.262 4.874
H 4.770 0.930 2.774
H 4.999 6.939 -1.185
H -2.750 -0.806 -2.278
H -1.563 0.859 4.487
H 0.447 3.444 -3.619
H 2.323 0.110 -4.495
H -5.898 0.416 0.424
H 2.622 -0.693 5.737
H 2.575 1.179 2.223
H 2.865 -4.943 -5.583
H 5.520 1.711 -5.800
H 2.007 -2.625 3.412
H -1.421 -3.594 5.152
H -3.867 -2.549 -0.179
H -5.612 -2.375 0.021
H 3.947 2.318 6.762
H 2.378 1.969 -3.146
H -6.451 -0.022 2.104
H -1.089 -1.442 7.258
H 4.490 -3.917 3.686
H 2.894 3.220 -0.823
H -5.806 3.129 3.805
H 3.575 -0.080 -5.765
H 1.710 3.742 -5.908
H 5.981 5.490 -0.845
H -4.443 -3.536 3.471
H 2.935 5.571 -1.387
H -6.436 1.499 3.954
H 3.906 3.888 0.510
H 0.314 -5.885 -6.248
H -0.214 -0.209 -4.771
H -6.069 -4.944 2.259
H 2.875 -0.585 2.401
H 1.656 0.174 4.516
H 1.280 0.758 7.062
H -5.164 2.699 1.460
H 5.457 3.064 -4.630
H -0.427 4.940 -3.018
H -1.449 -1.814 -5.203
H -2.258 -3.828 6.665
H -7.826 1.973 1.775
H 2.020 -2.906 -4.751
H 4.115 3.853 -2.946
H 4.330 0.970 -3.606
H 1.490 5.286 -6.793
H 3.848 -2.650 4.771
H -0.482 4.750 -5.548
H 0.683 2.130 5.382
H 2.976 2.233 8.109
H -3.206 0.883 -2.123
H -2.543 -0.468 -5.120
H -5.296 -2.227 2.646
H -5.022 -3.699 -0.858


[2]
Formula: C4H9O
Source: OMol25
Level of theory: ωB97M-V with the def2-TZVPD basis set

Output
gap between HOMO and LUMO	0.4127	Ha
charge	+1
ΔE to the lowest compared entry with this formula, charge and spin	1.039	eV
E_LUMO	-5.5	eV
E_HOMO	-16.73	eV
electronic energy	-232.6694	hartree

Geometry (Å):
O -0.939 -0.959 1.023
C 0.049 -1.442 0.101
C 0.980 -0.230 -0.192
C -1.645 -0.077 0.598
C 0.459 1.205 -0.144
H 0.344 -2.449 0.448
H 1.354 -0.457 -1.197
H -0.453 -1.650 -0.938
H -1.916 -0.151 -0.455
H -2.225 0.548 1.252
H -0.725 1.051 0.259
H 0.333 1.683 -1.123
H 1.911 -0.185 0.445
H 0.808 1.793 0.649


[3]
Formula: C6H11ClS
Source: OMol25
Level of theory: ωB97M-V with the def2-TZVPD basis set

Output
gap between HOMO and LUMO (spin up / spin down)	0.2366 / 0.3066	Ha
ΔE to the lowest compared entry with this formula, charge and spin	4.592	eV
E_LUMO (spin up / spin down)	-0.2 / 0.7	eV
E_HOMO (spin up / spin down)	-6.69 / -7.69	eV
electronic energy	-1093.4069	hartree

Geometry (Å):
Cl -0.722 0.770 0.882
S -1.346 -1.416 -1.299
C -2.516 0.678 -1.191
C -2.850 -0.577 -1.953
C -1.199 0.282 -0.757
C 2.045 0.366 0.786
C 2.135 -1.043 0.344
C 1.984 0.806 2.159
H -3.725 -1.180 -1.593
H -3.219 0.763 -0.394
H 1.280 0.328 2.822
H 3.113 0.795 2.509
H 1.857 -1.161 -0.738
H -2.750 -0.614 -3.063
H 3.150 -1.367 0.380
H 1.676 1.799 2.205
H -2.683 1.567 -1.774
H 1.501 -1.725 0.853
H 2.269 0.930 -0.178


[4]
Formula: C3H6O4
Source: OMol25
Level of theory: ωB97M-V with the def2-TZVPD basis set

Output
gap between HOMO and LUMO	0.3430	Ha
ΔE to the lowest compared entry with this formula, charge and spin	2.056	eV
E_LUMO	-0.4	eV
E_HOMO	-9.70	eV
electronic energy	-418.8187	hartree

Geometry (Å):
O -1.640 -1.151 -0.429
O 1.209 1.560 0.499
O -1.303 0.931 0.989
O -0.441 -1.833 -2.217
C 0.953 -0.572 -0.493
C -0.681 -1.308 -1.175
C 0.824 0.292 0.608
H -1.614 0.090 0.496
H -1.633 1.662 0.455
H 0.844 2.075 1.235
H 0.655 -0.103 1.602
H 1.428 -0.120 -1.356
H 1.398 -1.523 -0.214


[5]
Formula: C2H34O15
Source: OMol25
Level of theory: ωB97M-V with the def2-TZVPD basis set

Output
gap between HOMO and LUMO	0.3576	Ha
ΔE to the lowest compared entry with this formula, charge and spin	3.934	eV
E_LUMO	-0.2	eV
E_HOMO	-9.95	eV
electronic energy	-1225.0259	hartree

Geometry (Å):
O 3.484 -2.268 0.769
O 3.814 -1.320 -1.646
O -2.158 2.398 1.899
O -0.471 0.862 2.446
O 2.326 1.166 2.735
O -3.760 1.514 -0.178
O -0.564 3.190 0.625
O 1.314 -1.628 -1.830
O -0.447 -1.283 0.203
O -3.518 -0.935 -3.116
O -0.218 3.186 -2.678
O -1.126 1.338 -0.919
O 1.043 1.739 -1.043
O 1.681 -0.368 0.565
O -1.310 -3.167 -1.605
C -0.233 -2.554 2.282
C -1.178 -1.905 1.260
H 2.601 0.556 3.432
H -1.232 1.455 2.489
H -3.571 -0.346 -2.381
H -2.726 -1.488 -2.975
H 1.352 1.233 2.817
H -2.834 1.298 -0.387
H -0.819 0.530 -0.531
H 0.593 2.879 -2.248
H 1.504 2.409 -0.547
H -1.904 -2.649 0.905
H 3.923 -2.233 -0.093
H -0.751 -2.888 -0.851
H 4.482 -0.659 -1.872
H -0.738 -2.478 3.256
H 2.116 -0.273 1.427
H -0.120 1.079 1.573
H 0.816 -1.049 -2.418
H -0.025 -3.596 2.089
H 1.105 0.960 -0.431
H 4.123 -1.663 1.171
H 3.021 -1.077 -2.157
H -2.137 -2.715 -1.442
H -2.900 2.471 1.255
H -0.772 4.134 0.557
H -0.455 1.961 -1.220
H -1.846 -1.182 1.726
H -0.377 2.972 -0.299
H -0.146 2.877 -3.578
H -1.662 1.726 1.434
H 2.322 -0.514 -0.117
H 1.186 -2.537 -2.141
H 0.476 -1.543 0.200
H -3.788 2.162 -0.899
H 0.507 -1.777 2.486


[6]
Formula: C28H35N2O7P4Zn
Source: OMol25
Level of theory: ωB97M-V with the def2-TZVPD basis set

Output
gap between HOMO and LUMO	0.3500	Ha
charge	+1
ΔE to the lowest compared entry with this formula, charge and spin	0.000	eV
E_LUMO	-1.7	eV
E_HOMO	-11.25	eV
electronic energy	-4869.1504	hartree

Geometry (Å):
Zn -0.105 -0.009 0.204
P -2.372 -1.146 -1.528
P 2.244 -0.380 0.281
P -0.136 0.203 2.574
P -1.789 1.649 -1.822
O -1.550 1.708 -3.281
O -0.587 1.524 -0.902
O -2.039 -1.537 -2.928
O -2.774 0.420 -1.448
O -2.614 2.895 -1.289
O -1.305 -1.388 -0.480
O -3.690 -1.840 -1.001
N 1.021 -0.784 -2.766
N -0.942 -0.242 -5.015
C 1.572 -0.363 2.983
C 3.433 -4.798 0.333
C 4.988 0.658 -2.565
C -1.246 -0.848 3.529
C -0.223 1.891 3.209
C 3.300 1.939 -0.774
C 1.373 -0.717 -4.175
C 2.744 -2.111 0.280
C -3.406 -1.899 3.695
C -0.267 4.517 4.102
C -0.268 2.939 2.291
C -2.506 -1.110 2.995
C 2.597 0.213 1.990
C 4.372 -3.836 0.687
C -0.236 3.473 5.020
C -0.214 2.162 4.577
C 1.806 -3.077 -0.075
C 4.941 2.045 -2.525
C 2.154 -4.421 -0.046
C 4.196 -0.093 -1.708
C -0.285 4.253 2.742
C 3.360 0.546 -0.798
C 4.094 2.685 -1.632
C 0.490 0.207 -5.002
C 4.030 -2.495 0.663
C -0.887 -1.397 4.759
C -3.047 -2.436 4.923
C -1.788 -2.188 5.453
H 1.571 -1.456 2.944
H 2.625 2.451 -0.097
H -0.318 2.732 1.227
H -3.747 -3.056 5.466
H 2.541 1.305 1.978
H -4.304 -2.063 -1.711
H 5.563 2.627 -3.192
H -0.288 5.540 4.454
H 4.767 -1.747 0.933
H 1.424 -5.172 -0.320
H 1.829 -0.066 4.001
H -1.117 -0.974 -5.698
H -0.236 3.684 6.081
H -1.541 0.567 -5.184
H -4.382 -2.102 3.276
H -1.265 -0.578 -4.073
H 2.398 -0.352 -4.283
H -0.206 1.350 5.295
H 0.230 -1.400 -2.621
H 0.095 -1.216 5.180
H 5.370 -4.134 0.981
H 1.360 -1.730 -4.585
H -0.326 5.066 2.029
H 0.834 0.285 -6.032
H 3.703 -5.846 0.354
H -1.507 -2.614 6.407
H 4.046 3.766 -1.605
H 0.808 -2.780 -0.375
H 5.645 0.157 -3.264
H 4.224 -1.174 -1.754
H 0.473 1.198 -4.552
H 3.613 -0.054 2.283
H -2.780 -0.711 2.026
H -3.113 3.324 -1.993
H 0.768 0.135 -2.413


[7]
Formula: C30H47ClCsF2NO13S
Source: OMol25
Level of theory: ωB97M-V with the def2-TZVPD basis set

Output
gap between HOMO and LUMO	0.1374	Ha
E_LUMO	-2.0	eV
E_HOMO	-5.75	eV
electronic energy	-3282.0454	hartree

Geometry (Å):
Cs -1.431 4.050 1.358
Cl -0.005 0.702 3.610
S -0.419 -2.692 2.675
F -0.584 -1.483 3.695
F -4.236 -1.283 1.549
O 0.177 -0.186 -5.082
O 3.052 -1.304 -3.902
O 0.075 -3.818 3.401
O -3.784 1.232 0.358
O -2.820 3.406 -5.962
O -0.659 -2.410 -9.806
O -0.982 1.308 -6.968
O -5.781 0.237 1.618
O 0.423 -3.932 -7.881
O -1.310 -0.690 -0.596
O -1.650 -2.957 2.042
O 2.365 -2.910 -2.476
O 4.260 -0.759 2.085
N 3.056 -1.133 1.550
C 1.512 2.846 2.291
C 2.900 2.645 2.915
C -4.330 2.076 1.353
C 1.690 -0.678 -1.909
C 0.339 -2.125 -6.405
C -0.496 -1.876 -8.729
C -0.651 0.044 -7.259
C -6.842 -0.242 2.416
C 2.391 -1.757 -2.784
C 2.964 -3.515 3.727
C 1.771 -1.084 -0.445
C 5.124 2.508 1.635
C 0.608 3.771 3.235
C 4.042 0.460 2.857
C -1.906 -0.309 0.668
C 2.352 -2.054 3.706
C -0.015 -0.740 -6.153
C -7.990 -0.684 1.468
C 3.820 1.729 2.026
C 0.697 -1.685 0.266
C -0.872 -0.491 -8.463
C 1.571 3.551 0.845
C -5.820 1.649 1.470
C 4.469 -3.531 4.049
C 2.085 -1.717 2.258
C -0.597 -1.904 -0.533
C -2.383 1.147 0.506
C 0.832 -1.996 1.626
C 2.925 -0.837 0.237
C 0.116 -2.668 -7.610
H 5.990 1.849 1.776
H -1.328 0.066 -9.269
H 2.842 -4.004 2.748
H 2.618 3.730 0.575
H 3.263 1.573 1.093
H -3.891 1.838 2.341
H 4.784 -4.586 4.131
H -6.448 -1.123 2.948
H -7.598 -1.501 0.853
H 1.002 4.528 0.861
H 0.894 4.862 3.170
H -0.464 3.668 2.862
H 4.936 0.588 3.481
H -8.220 0.171 0.812
H -8.872 -0.991 2.048
H -7.183 0.470 3.191
H 2.726 2.204 3.911
H 3.099 -1.418 4.182
H 0.618 3.401 4.265
H 2.404 -4.130 4.442
H -6.321 2.163 2.305
H -2.823 -0.934 0.981
H -0.279 -2.085 -1.573
H 4.717 -3.079 5.021
H 0.166 -4.075 -8.812
H -0.713 1.436 -6.038
H 3.337 3.638 3.094
H -1.192 -2.781 -0.250
H 3.137 0.329 3.462
H 2.197 0.293 -2.034
H -2.224 2.933 -6.556
H 2.948 -0.345 -3.957
H 1.053 2.892 0.085
H 0.953 1.869 2.179
H 1.462 -2.038 4.333
H -2.589 3.086 -5.084
H -1.972 1.790 1.305
H -1.203 -0.292 1.521
H 5.046 2.787 0.572
H 0.781 -2.684 -5.592
H 5.236 3.449 2.184
H 5.090 -3.112 3.243
H 0.635 -0.551 -2.183
H -4.214 3.152 1.092
H 3.747 -0.352 -0.283
H -6.266 1.866 0.479
H -1.938 1.536 -0.447


Q: Which of these has the lowest electronic energy?
A: C28H35N2O7P4Zn


Copy entry 6 word for word.
Formula: C28H35N2O7P4Zn
Source: OMol25
Level of theory: ωB97M-V with the def2-TZVPD basis set

Output
gap between HOMO and LUMO	0.3500	Ha
charge	+1
ΔE to the lowest compared entry with this formula, charge and spin	0.000	eV
E_LUMO	-1.7	eV
E_HOMO	-11.25	eV
electronic energy	-4869.1504	hartree

Geometry (Å):
Zn -0.105 -0.009 0.204
P -2.372 -1.146 -1.528
P 2.244 -0.380 0.281
P -0.136 0.203 2.574
P -1.789 1.649 -1.822
O -1.550 1.708 -3.281
O -0.587 1.524 -0.902
O -2.039 -1.537 -2.928
O -2.774 0.420 -1.448
O -2.614 2.895 -1.289
O -1.305 -1.388 -0.480
O -3.690 -1.840 -1.001
N 1.021 -0.784 -2.766
N -0.942 -0.242 -5.015
C 1.572 -0.363 2.983
C 3.433 -4.798 0.333
C 4.988 0.658 -2.565
C -1.246 -0.848 3.529
C -0.223 1.891 3.209
C 3.300 1.939 -0.774
C 1.373 -0.717 -4.175
C 2.744 -2.111 0.280
C -3.406 -1.899 3.695
C -0.267 4.517 4.102
C -0.268 2.939 2.291
C -2.506 -1.110 2.995
C 2.597 0.213 1.990
C 4.372 -3.836 0.687
C -0.236 3.473 5.020
C -0.214 2.162 4.577
C 1.806 -3.077 -0.075
C 4.941 2.045 -2.525
C 2.154 -4.421 -0.046
C 4.196 -0.093 -1.708
C -0.285 4.253 2.742
C 3.360 0.546 -0.798
C 4.094 2.685 -1.632
C 0.490 0.207 -5.002
C 4.030 -2.495 0.663
C -0.887 -1.397 4.759
C -3.047 -2.436 4.923
C -1.788 -2.188 5.453
H 1.571 -1.456 2.944
H 2.625 2.451 -0.097
H -0.318 2.732 1.227
H -3.747 -3.056 5.466
H 2.541 1.305 1.978
H -4.304 -2.063 -1.711
H 5.563 2.627 -3.192
H -0.288 5.540 4.454
H 4.767 -1.747 0.933
H 1.424 -5.172 -0.320
H 1.829 -0.066 4.001
H -1.117 -0.974 -5.698
H -0.236 3.684 6.081
H -1.541 0.567 -5.184
H -4.382 -2.102 3.276
H -1.265 -0.578 -4.073
H 2.398 -0.352 -4.283
H -0.206 1.350 5.295
H 0.230 -1.400 -2.621
H 0.095 -1.216 5.180
H 5.370 -4.134 0.981
H 1.360 -1.730 -4.585
H -0.326 5.066 2.029
H 0.834 0.285 -6.032
H 3.703 -5.846 0.354
H -1.507 -2.614 6.407
H 4.046 3.766 -1.605
H 0.808 -2.780 -0.375
H 5.645 0.157 -3.264
H 4.224 -1.174 -1.754
H 0.473 1.198 -4.552
H 3.613 -0.054 2.283
H -2.780 -0.711 2.026
H -3.113 3.324 -1.993
H 0.768 0.135 -2.413